# 1
C24H25F3FeNO3 | ωB97M-V/def2-TZVPD

The calculation puts the frontier orbital gap (alpha / beta) at 0.2452 / 0.2566 Ha. The LUMO energy (alpha / beta) is 2.75 / 2.75 eV. Its multiplicity is 5. Its expectation value of S² is 6.022. Its total charge is -1.

Structure (XYZ):
```
57
Properties=species:S:1:pos:R:3:lowdin_spin:R:1
C -1.24250 -0.83531 -1.83588 0.05
C -1.12116 0.57044 -2.00182 0.04
C 0.26547 0.87186 -2.19223 0.01
H -1.93192 1.29496 -2.04052 0.00
C 1.00304 -0.36685 -2.08829 0.01
C 0.05255 -1.41368 -1.88423 0.06
H 2.06990 -0.50764 -2.25401 0.00
C -1.45848 0.38595 2.15928 0.05
C -2.21106 1.12102 1.20380 0.03
C -1.40063 2.18022 0.70521 0.06
H -3.23809 0.91639 0.92334 0.00
C -0.11070 2.08938 1.34214 0.01
C -0.16991 0.97087 2.27518 0.01
H 0.67323 1.82606 -2.52184 0.00
H 0.29579 -2.47155 -1.86193 0.00
H -2.17242 -1.39205 -1.74080 0.00
H 0.61744 0.71113 2.98595 0.00
H -1.68583 2.93894 -0.02446 0.00
H -1.80853 -0.46882 2.72895 0.00
Fe 0.31273 0.26257 0.07756 3.56
C 1.13180 2.92053 1.11196 0.00
C 1.69447 3.24968 2.51188 0.00
C 0.81217 4.20789 0.35097 0.00
H 0.88879 3.69123 3.12592 0.00
H 2.51627 3.97674 2.47720 0.00
H 2.05295 2.35488 3.03587 0.00
H 0.02817 4.78291 0.86494 0.00
H 0.45718 4.00127 -0.66704 0.00
H 1.71275 4.83384 0.28113 0.00
C 2.04585 2.01928 0.18604 0.03
C 3.54678 2.10782 0.31523 0.01
H 1.80861 2.16920 -0.87716 0.00
H 1.94542 0.91005 0.48510 0.00
O 4.00490 1.87953 1.43777 0.00
N 4.29382 2.33860 -0.84794 0.00
C 4.13960 1.36863 -1.96617 0.00
H 5.28013 2.47515 -0.62365 0.00
C 3.34580 1.91036 -3.13050 0.00
C 3.04194 1.07836 -4.21836 0.00
H 3.42909 0.05445 -4.23312 0.00
C 2.24943 1.54728 -5.26694 0.00
H 2.00230 0.88630 -6.09688 0.00
C 1.78290 2.86520 -5.25871 0.00
H 1.15513 3.23254 -6.07220 0.00
C 2.13629 3.71801 -4.21051 0.00
H 1.82320 4.76204 -4.20438 0.00
C 2.92379 3.24410 -3.14877 0.00
H 3.24976 3.90660 -2.33948 0.00
H 3.64501 0.46399 -1.56691 0.00
H 5.12796 1.02229 -2.32260 0.00
F 1.74510 -4.29272 2.09528 0.00
C 0.66991 -3.57853 1.69190 0.00
F 0.04617 -4.26364 0.68303 0.00
F -0.21597 -3.49352 2.73357 0.00
C 1.05373 -2.12962 1.22163 0.00
O 2.22212 -1.73752 1.27165 0.00
O 0.00291 -1.50338 0.81935 0.05
```

# 2
C24H25MgO4S2 | ωB97M-V/def2-TZVPD

The calculation puts the frontier orbital gap at 0.2636 Ha. The LUMO energy is -2.48 eV. Its total charge is +1.

Structure (XYZ):
```
56
Properties=species:S:1:pos:R:3:lowdin_charge:R:1
Mg -19.09125 0.15721 0.01073 0.72
C -22.60402 2.44223 1.30320 0.00
C -21.72185 1.59867 0.37592 -0.30
O -20.82921 0.83519 0.82179 -0.04
C -22.02043 1.67022 -1.08531 -0.09
C -23.22142 2.13358 -1.62303 -0.05
C -23.49224 2.00607 -2.98239 -0.09
C -22.63623 1.27542 -3.84215 -0.06
C -21.41335 0.82978 -3.34251 -0.01
C -21.00283 1.11966 -1.99183 -0.33
O -19.74668 1.04562 -1.65858 -0.14
H -22.10944 2.53283 2.26545 0.08
H -23.63332 2.00680 1.42614 0.11
H -22.76854 3.45389 0.87659 0.10
H -23.95430 2.63013 -1.02115 0.10
H -24.41022 2.46608 -3.31883 0.10
H -22.93128 1.04799 -4.87798 0.11
H -20.72035 0.37682 -4.01355 0.10
O -18.76833 -1.75347 0.06833 -0.57
S -17.89020 -3.04140 0.00686 1.14
C -16.87590 -2.95129 1.56544 -0.29
C -17.48891 -1.98692 2.56998 -0.22
C -16.66812 -0.68058 2.81755 -0.22
C -15.93753 0.13244 1.74119 -0.33
S -16.65789 1.79045 1.66666 1.13
O -17.96901 1.64649 0.76979 -0.55
C -15.46605 2.51616 0.47627 -0.35
C -15.98165 3.44575 -0.44942 -0.06
C -15.16375 3.91836 -1.49567 -0.07
C -13.83105 3.55357 -1.61330 -0.06
C -13.33789 2.68179 -0.62806 -0.07
C -14.13404 2.12632 0.38250 -0.09
C -16.54358 -2.70144 -1.13571 -0.41
C -16.02517 -3.86966 -1.68167 -0.09
C -15.17354 -3.75351 -2.79270 -0.05
C -14.94614 -2.48578 -3.36256 -0.05
C -15.50930 -1.31747 -2.79265 -0.04
C -16.28593 -1.43798 -1.64567 -0.08
H -15.79272 -2.66198 1.42248 0.12
H -16.89949 -3.98734 1.92210 0.09
H -17.50969 -2.48797 3.53815 0.12
H -18.55503 -1.78020 2.29829 0.11
H -15.95820 -0.94539 3.63992 0.13
H -17.34326 0.01916 3.35595 0.11
H -15.83306 -0.37342 0.77907 0.09
H -14.94668 0.28891 2.10586 0.07
H -17.03496 3.79418 -0.34103 0.13
H -15.65056 4.44736 -2.33884 0.12
H -13.15653 3.91036 -2.41429 0.12
H -12.28249 2.31598 -0.68322 0.12
H -13.69594 1.43376 1.08906 0.10
H -16.40558 -4.86136 -1.35575 0.13
H -14.71950 -4.65033 -3.25683 0.12
H -14.23183 -2.40866 -4.21655 0.13
H -15.35154 -0.35463 -3.23787 0.11
H -16.87734 -0.57954 -1.26870 0.10
```

# 3
C24H25N3O3 | ωB97M-V/def2-TZVPD

The calculation puts the frontier orbital gap at 0.2699 Ha. The LUMO energy is -0.55 eV. The relative energy (zero: lowest compared OMol25 entry of this formula, charge and spin) is 49.3 kcal per mole.

Structure (XYZ):
```
55
Properties=species:S:1:pos:R:3:lowdin_charge:R:1
C -0.37505 -2.62318 2.73608 -0.03
C -1.48551 -1.63808 2.38720 -0.53
C -2.83514 -2.22992 2.76509 -0.06
C -1.32307 -0.30632 3.09195 -0.03
C -1.51109 -1.38863 0.88643 -0.12
N -2.49531 -1.90767 0.12282 0.15
C -2.27581 -1.72480 -1.23423 -0.17
C -1.06555 -1.02103 -1.33792 -0.12
C -0.57042 -0.68887 -2.59464 -0.02
C -1.30242 -1.06778 -3.72191 -0.08
C -2.53819 -1.72594 -3.60516 -0.09
C -3.03930 -2.05336 -2.34624 -0.02
C -0.59203 -0.75669 0.00885 -0.11
C 0.53003 0.08436 0.30588 -0.02
C 1.78164 -0.02028 -0.45085 -0.20
C 2.14490 -1.07300 -1.31323 -0.04
C 3.23332 -0.94628 -2.17632 -0.05
C 4.01124 0.20993 -2.20083 -0.27
C 5.07472 0.42857 -3.25355 -0.05
C 3.78278 1.14370 -1.19714 -0.03
C 2.79390 0.93501 -0.24534 -0.02
H 0.61418 -2.27004 2.42871 0.09
H -0.35342 -2.79799 3.82340 0.09
H -0.55523 -3.58575 2.24290 0.09
H -3.65752 -1.56428 2.48002 0.10
H -2.98393 -3.21956 2.31778 0.09
H -2.89503 -2.35450 3.85385 0.10
H -2.03923 0.42111 2.69503 0.08
H -1.51223 -0.40735 4.16722 0.10
H -0.31715 0.11168 2.98854 0.08
H -3.33580 -2.34884 0.46260 0.15
H 0.36419 -0.13747 -2.66250 0.11
H -0.89824 -0.84065 -4.70722 0.10
H -3.08496 -1.98275 -4.50987 0.10
H -4.00612 -2.53025 -2.22203 0.11
H 0.63617 0.45821 1.32986 0.11
H 1.56795 -2.00524 -1.32387 0.13
H 3.44846 -1.73727 -2.89009 0.11
H 5.58152 1.38052 -3.06627 0.07
H 5.83275 -0.36632 -3.26966 0.08
H 4.62037 0.47304 -4.25214 0.08
H 4.38347 2.04789 -1.17185 0.12
H 2.77858 1.57849 0.63374 0.12
C -0.02306 2.05084 0.41163 0.00
C -1.38948 2.23647 0.94847 -0.42
O -2.35611 1.49989 0.65480 0.03
N -1.67512 3.31734 1.77321 0.19
C -0.83195 4.35097 2.16904 -0.47
O -1.09127 5.22627 2.98452 0.08
N 0.39372 4.27445 1.49459 0.19
C 0.77391 3.28458 0.58548 -0.40
O 1.77161 3.51918 -0.13139 0.02
H -0.13095 1.88070 -0.69358 0.17
H -2.60094 3.37884 2.19313 0.17
H 1.02722 5.02807 1.63500 0.15
```

# 4
C24H26AlN3PSTe | ωB97M-V/def2-TZVPD

The calculation puts the frontier orbital gap at 0.2779 Ha. The LUMO energy is -9.66 eV. Its total charge is +3.

Structure (XYZ):
```
57
Properties=species:S:1:pos:R:3:lowdin_charge:R:1
Al -0.86412 0.07667 -1.42754 -0.03
N 0.85459 -0.62037 -2.12291 0.06
C 1.96066 -0.47694 -1.14161 -0.28
C 3.26417 -0.54864 -1.60192 0.00
C 4.30804 -0.40562 -0.69744 -0.01
C 4.04481 -0.19568 0.65074 -0.02
C 2.73604 -0.12619 1.10023 -0.04
C 1.66923 -0.26935 0.20832 -0.31
P -0.05005 -0.17725 0.77025 1.04
C -0.30253 1.04157 2.04594 -0.36
C -0.87422 2.28524 1.78445 -0.09
C -1.03229 3.19368 2.81967 -0.05
C -0.62277 2.86856 4.10623 -0.02
C -0.06322 1.62404 4.37240 -0.03
C 0.09021 0.70601 3.34698 -0.07
C -0.52700 -1.80934 1.34213 -0.39
C -1.80620 -1.98304 1.88212 -0.11
C -2.21029 -3.24307 2.29336 -0.04
C -1.34153 -4.32447 2.18041 -0.03
C -0.06753 -4.15213 1.65630 -0.04
C 0.34441 -2.89551 1.23145 -0.08
H 1.10739 -0.11648 -2.97452 0.14
H 0.77931 -1.60149 -2.40258 0.15
H 3.47280 -0.72017 -2.65162 0.13
H 5.33006 -0.46042 -1.04799 0.13
H 4.86257 -0.09085 1.35079 0.13
H 2.54226 0.04288 2.15233 0.12
H -1.23344 2.55352 0.79713 0.09
H -1.49585 4.15248 2.62973 0.12
H -0.75721 3.57831 4.91141 0.13
H 0.23918 1.36355 5.37738 0.13
H 0.49545 -0.27571 3.56483 0.12
H -2.47287 -1.13719 2.01473 0.12
H -3.19351 -3.38109 2.72297 0.13
H -1.65419 -5.30269 2.52116 0.13
H 0.61213 -4.99141 1.59408 0.13
H 1.34739 -2.76601 0.84429 0.11
C -3.53375 -1.57851 -3.55666 -0.36
Te -2.92860 -1.66627 -1.51907 1.39
C -1.99019 -3.57539 -1.56600 -0.33
H -2.68329 -1.70392 -4.21928 0.03
H -4.02368 -0.62114 -3.71701 0.02
H -4.25424 -2.38142 -3.69225 0.03
H -2.77974 -4.31210 -1.44814 0.04
H -1.29699 -3.63624 -0.73095 -0.01
H -1.48682 -3.69972 -2.52086 0.03
S -1.69803 1.67326 -2.78348 0.83
C -0.42726 2.77534 -2.35963 -0.69
N -0.43301 4.04497 -2.82208 0.14
C 0.53692 4.92743 -2.49477 0.05
C 1.55493 4.51858 -1.67174 0.04
C 1.51927 3.19945 -1.23002 -0.01
N 0.54875 2.34867 -1.57311 0.06
H -1.19316 4.34888 -3.42571 0.19
H 0.44111 5.92226 -2.91075 0.17
H 2.34622 5.19565 -1.38606 0.14
H 2.28965 2.80482 -0.57606 0.14
```